Entry from OMol25: one molecule with the formula C6H6BrF (ωB97M-V with the def2-TZVPD basis set).

```
14
C6H6BrF | OMol25 | ωB97M-V with the def2-TZVPD basis set
C 2.78 0.32 -1.18
C -2.72 -0.19 1.40
C 1.46 0.10 -1.31
C -1.40 -0.10 1.30
C 0.65 0.09 -0.10
C -0.74 -0.01 -0.02
F 1.22 0.33 1.06
Br -1.66 -0.30 -1.60
H 3.36 0.24 -2.00
H 3.21 0.51 -0.29
H -3.15 -0.34 2.40
H -3.34 -0.14 0.44
H 1.04 -0.24 -2.13
H -0.73 -0.27 2.03
```

Summary:
* spin multiplicity: 1
* HOMO level: -8.2 eV
* largest force on an atom: 0.104 hartree/bohr
* Kohn-Sham gap: 8.22 eV
* SMILES: C=C/C(F)=C(\Br)C=C
* LUMO energy: -0.01 eV
* energy above the lowest of the compared OMol25 structures with the same formula, charge and spin: 0.8757 eV

Mulliken atomic charge list, values in e, 2 entries: C -0.88; C -0.77


Entry from OMol25: C6H6BrFN2NaO4P2 as an isolated structure (ωB97M-V with the def2-TZVPD basis set).

```
23
C6H6BrFN2NaO4P2 | OMol25 | ωB97M-V with the def2-TZVPD basis set
N 3.89 -2.37 -0.36
P 2.49 -2.33 0.45
C 1.52 -0.72 0.25
C 0.97 -0.33 -1.03
Br 1.16 -1.38 -2.71
C 0.12 1.04 -1.07
O 0.22 1.85 -2.00
C -0.83 1.27 0.22
P -2.61 1.96 0.03
N -2.81 3.25 0.97
O -3.77 0.73 0.35
O -2.85 2.37 -1.62
C -0.28 0.89 1.48
F -0.99 1.00 2.67
C 1.22 0.29 1.47
O 2.09 0.58 2.30
H 3.78 -3.17 -1.03
H 1.59 -3.39 -0.01
H 2.72 -2.56 1.85
H -3.60 3.01 1.59
H -3.25 -0.11 0.30
H -3.29 1.60 -2.06
Na 2.49 -3.45 -2.04
```

Summary:
* net charge: +1
* spin multiplicity: 1
* HOMO level: -11.7 eV
* largest force on an atom: 0.085 hartree/bohr
* Kohn-Sham gap: 6.06 eV
* LUMO energy: -5.65 eV
* energy above the lowest of the compared OMol25 structures with the same formula, charge and spin: 2.2311 eV

Mulliken atomic charge list, values in e, 2 entries: N -0.53; P 0.01


Entry from OMol25: one molecule with the formula C6H6BrFO (ωB97M-V with the def2-TZVPD basis set).

```
15
C6H6BrFO | OMol25 | ωB97M-V with the def2-TZVPD basis set
C -1.47 1.21 1.55
C -0.95 -1.19 1.48
C -0.94 0.15 0.81
C -0.31 0.20 -0.46
C 1.01 -0.28 -0.65
C 1.67 0.00 -1.98
O -0.80 -1.44 2.62
F -0.78 1.07 -1.37
Br 1.85 -1.48 0.50
H -1.58 2.22 1.16
H -1.96 0.93 2.41
H -1.01 -1.97 0.71
H 1.41 1.06 -2.21
H 1.20 -0.55 -2.80
H 2.67 0.06 -1.77
```

Summary:
* spin multiplicity: 1
* HOMO level: -8.8 eV
* largest force on an atom: 0.095 hartree/bohr
* Kohn-Sham gap: 8.53 eV
* SMILES: C=C(C=O)/C(F)=C(/C)Br
* LUMO energy: -0.28 eV
* energy above the lowest of the compared OMol25 structures with the same formula, charge and spin: 0.3289 eV

Mulliken atomic charge list, values in e, 2 entries: C -1.05; C -0.40


Entry from OMol25: one molecule with the formula C6H6BrNO4 (ωB97M-V with the def2-TZVPD basis set).

```
18
C6H6BrNO4 | OMol25 | ωB97M-V with the def2-TZVPD basis set
C 1.76 0.96 0.33
C -0.63 0.33 1.06
C -0.90 -0.25 -0.31
C 2.13 -0.48 0.41
C 2.78 -1.24 -0.41
C -2.36 -0.04 -0.59
N 0.58 1.08 1.13
O 2.20 1.80 -0.36
O -1.49 0.50 1.93
O -0.04 0.33 -1.26
O 3.31 -2.02 -1.08
Br -0.67 -2.21 0.07
H 1.64 -0.98 1.32
H -2.91 0.21 0.42
H -2.82 -0.86 -1.23
H -2.56 0.97 -1.05
H 0.33 1.83 1.79
H -0.33 0.08 -2.15
```

Summary:
* spin multiplicity: 1
* HOMO level: -9.8 eV
* largest force on an atom: 0.063 hartree/bohr
* Kohn-Sham gap: 9.79 eV
* SMILES: C[C@](O)(Br)C(=O)NC(=O)C=C=O
* LUMO energy: -0.03 eV
* energy above the lowest of the compared OMol25 structures with the same formula, charge and spin: 0.8959 eV

Mulliken atomic charge list, values in e, 2 entries: C 0.37; C 0.12


Entry from OMol25: C6H6Cl2InN2O3Y as an isolated structure (ωB97M-V with the def2-TZVPD basis set).

```
21
C6H6Cl2InN2O3Y | OMol25 | ωB97M-V with the def2-TZVPD basis set
Y 0.71 0.20 -5.58
In -0.82 0.45 -0.43
Cl -0.91 1.23 -4.10
Cl 1.08 0.00 -1.77
C -1.60 -1.92 -0.50
C 0.21 1.34 -7.58
C 0.42 -1.11 -7.54
O -1.47 -3.04 -0.23
O -0.07 1.73 -8.64
O 0.30 -1.59 -8.60
C 0.65 1.38 5.23
N 0.33 0.27 4.30
C -0.25 -0.96 4.90
C 0.29 0.46 3.00
N 0.17 0.49 1.82
H 0.48 0.97 6.23
H -0.04 2.22 5.02
H 1.70 1.68 5.09
H -1.29 -1.10 4.55
H 0.33 -1.85 4.59
H -0.22 -0.82 5.99
```

Summary:
* net charge: +4
* spin multiplicity: 1
* HOMO level (spin up / spin down): -22.9 / -21.6 eV
* largest force on an atom: 0.170 hartree/bohr
* Kohn-Sham gap (spin up / spin down): 7.73 / 5.38 eV
* LUMO energy (spin up / spin down): -15.22 / -16.24 eV
* energy above the lowest of the compared OMol25 structures with the same formula, charge and spin: 0.0000 eV

Mulliken atomic charge list, values in e, 2 entries: Y 1.79; In 1.13


Entry from OMol25: C6H6Cl2LuN2NdO3S as an isolated structure (ωB97M-V with the def2-TZVPD basis set).

```
22
C6H6Cl2LuN2NdO3S | OMol25 | ωB97M-V with the def2-TZVPD basis set
Lu -0.87 -0.45 -4.19
Nd 0.18 -0.45 -0.98
Cl -1.46 -2.45 -2.60
Cl -1.16 1.72 -2.89
C 1.32 1.69 -0.40
C 0.11 -2.20 -5.40
C 0.19 0.71 -5.87
O 1.88 2.62 0.00
O 0.39 -3.16 -5.99
O 0.54 1.40 -6.73
S -1.60 -1.39 0.70
C -0.70 -0.52 1.86
N 0.66 -0.53 2.12
C 0.99 0.19 3.34
C -0.36 0.69 3.83
N -1.27 0.22 2.84
H 1.35 -1.07 1.62
H 1.67 1.02 3.10
H 1.48 -0.46 4.09
H -0.40 1.79 3.90
H -0.63 0.28 4.82
H -2.29 0.35 2.83
```

Summary:
* net charge: +4
* spin multiplicity: 4
* HOMO level (spin up / spin down): -22.3 / -22.3 eV
* largest force on an atom: 0.164 hartree/bohr
* Kohn-Sham gap (spin up / spin down): 5.28 / 5.41 eV
* LUMO energy (spin up / spin down): -17.04 / -16.94 eV

Mulliken atomic charge list, values in e, 2 entries: Lu 1.42; Nd 1.57


Entry from OMol25: an isolated ion of composition C6H6Cl2N3O2S and charge +1 (ωB97M-V with the def2-TZVPD basis set).

```
20
C6H6Cl2N3O2S | OMol25 | ωB97M-V with the def2-TZVPD basis set
C 1.37 -1.80 0.18
C 0.81 -0.70 -0.47
C 1.81 0.34 -0.55
C 3.49 -0.95 0.38
C -3.10 0.27 0.49
C -0.48 -0.60 -0.98
N 2.61 -1.86 0.62
N 3.07 0.15 -0.20
N -1.67 3.00 -0.21
O -0.81 3.60 0.19
O -0.65 0.71 1.47
S -1.34 0.89 0.21
Cl 1.33 1.84 -1.27
Cl 5.16 -1.07 0.68
H 0.65 -2.48 0.67
H -3.23 -0.53 1.21
H -3.84 1.07 0.85
H -3.52 -0.10 -0.42
H -1.17 -1.51 -0.74
H -0.47 -0.29 -2.11
```

Summary:
* net charge: +1
* spin multiplicity: 1
* HOMO level (spin up / spin down): -13.1 / -13.1 eV
* largest force on an atom: 0.093 hartree/bohr
* Kohn-Sham gap (spin up / spin down): 6.56 / 6.56 eV
* SMILES: C[S@@](=O)(Cc1cnc(Cl)nc1Cl)=[N+]=O
* LUMO energy (spin up / spin down): -6.53 / -6.53 eV
* energy above the lowest of the compared OMol25 structures with the same formula, charge and spin: 1.3688 eV

Mulliken atomic charge list, values in e, 2 entries: C -0.34; C 0.36


Entry from OMol25: one molecule with the formula C6H6Cl2N4 (ωB97M-V with the def2-TZVPD basis set).

```
18
C6H6Cl2N4 | OMol25 | ωB97M-V with the def2-TZVPD basis set
C 1.99 2.07 -0.01
C 0.79 -0.40 0.36
C 0.09 0.87 0.28
C 2.18 -0.19 0.15
C -2.04 -0.20 0.19
C -1.86 -0.94 -1.02
N 0.69 2.06 0.11
N 2.74 0.94 -0.07
N 0.08 -1.51 0.57
N -1.24 0.79 0.56
Cl 3.13 -1.66 -0.03
Cl -3.37 -0.56 1.13
H 2.60 2.90 -0.14
H -1.61 -0.26 -1.95
H -2.54 -1.71 -1.13
H -0.74 -1.40 -0.87
H 0.73 -2.28 0.67
H -1.62 1.50 1.19
```

Summary:
* spin multiplicity: 1
* HOMO level (spin up / spin down): -7.8 / -7.8 eV
* largest force on an atom: 0.091 hartree/bohr
* Kohn-Sham gap (spin up / spin down): 7.17 / 7.17 eV
* LUMO energy (spin up / spin down): -0.63 / -0.62 eV
* energy above the lowest of the compared OMol25 structures with the same formula, charge and spin: 1.2699 eV

Mulliken atomic charge list, values in e, 2 entries: C -0.25; C 0.77


Entry from OMol25: one molecule with the formula C6H6ClN3 (ωB97M-V with the def2-TZVPD basis set).

```
16
C6H6ClN3 | OMol25 | ωB97M-V with the def2-TZVPD basis set
C 2.92 -0.02 0.02
C 1.32 1.88 0.56
C 1.66 0.55 0.22
C 0.57 -0.63 0.23
C -1.05 0.88 -0.63
C -1.78 -1.37 0.17
N 3.88 -0.59 -0.30
N 1.22 2.98 0.93
N -0.71 -0.40 -0.08
Cl 1.22 -2.17 0.59
H -0.31 1.21 -1.40
H -1.93 0.92 -1.19
H -0.96 1.85 -0.09
H -2.38 -0.99 0.99
H -2.48 -1.78 -0.55
H -1.19 -2.32 0.56
```

Summary:
* spin multiplicity: 1
* HOMO level (spin up / spin down): -8.6 / -8.6 eV
* largest force on an atom: 0.111 hartree/bohr
* Kohn-Sham gap (spin up / spin down): 8.18 / 8.18 eV
* SMILES: CN(C)C(Cl)=C(C#N)C#N
* LUMO energy (spin up / spin down): -0.38 / -0.38 eV
* energy above the lowest of the compared OMol25 structures with the same formula, charge and spin: 2.0324 eV

Mulliken atomic charge list, values in e, 2 entries: C 0.01; C 0.27


Entry from OMol25: one molecule with the formula C6H6ClNO (ωB97M-V with the def2-TZVPD basis set).

```
15
C6H6ClNO | OMol25 | ωB97M-V with the def2-TZVPD basis set
C -1.16 0.77 0.32
C 0.06 0.08 0.99
C -1.18 0.69 -1.00
C -0.32 -1.44 1.09
C 1.22 0.39 0.06
C 0.85 -0.30 -1.27
N -0.26 -0.07 -1.83
O -0.71 -1.84 -0.09
Cl 1.82 -1.46 -1.84
H -1.87 1.42 0.90
H 0.36 0.68 1.88
H -1.96 1.31 -1.48
H -0.43 -1.91 2.07
H 1.36 1.47 -0.30
H 2.23 0.21 0.51
```

Summary:
* spin multiplicity: 1
* HOMO level: -8.8 eV
* largest force on an atom: 0.142 hartree/bohr
* Kohn-Sham gap: 8.72 eV
* SMILES: O=C[C@@H]1C=CN=C(Cl)C1
* LUMO energy: -0.11 eV
* energy above the lowest of the compared OMol25 structures with the same formula, charge and spin: 2.8819 eV

Mulliken atomic charge list, values in e, 2 entries: C -0.54; C 0.20